one | Formula: C5H11N2O
Source: OMol25
Level of theory: wB97M-V/def2-TZVPD

Geometry (Å):
C: 2.7010 0.7806 0.7242
O: 3.3928 0.4861 1.8023
C: 1.2043 0.0190 0.7516
C: 0.3434 0.3166 -0.4628
C: -1.0246 -0.3505 -0.5032
C: -2.1544 0.2870 -0.1693
N: -3.4079 0.1408 -0.8022
N: -1.0461 -1.6156 -1.1711
H: 3.0440 0.4251 -0.2801
H: 2.4920 1.8933 0.7051
H: 0.9118 0.3996 1.7280
H: 1.4867 -1.0407 0.8247
H: 0.9102 0.0194 -1.3479
H: 0.1002 1.3708 -0.3289
H: -1.9436 1.1301 0.4841
H: -4.2197 0.3434 -0.2275
H: -3.4848 -0.7728 -1.2332
H: -1.2053 -1.6563 -2.1712
H: -0.2299 -2.1950 -1.0107

Properties
Spin multiplicity: 1
Kohn-Sham gap in eV: 5.5
E_HOMO in eV: -2.10
Charge: -1
LUMO energy in eV: 3.423

Charges obtained by Mulliken population analysis, quoted in units of e: -0.378, -0.857, -0.475, -0.793, 0.365, -0.317, -0.542, -0.654, 0.168, 0.179, 0.231, 0.211, 0.387, 0.235, 0.340, 0.207, 0.249, 0.173, 0.270


two | Formula: C5H11N2O
Source: OMol25
Level of theory: wB97M-V/def2-TZVPD

Geometry (Å):
C: -1.8396 0.6160 0.9974
O: -2.2532 0.8282 -0.3416
C: -0.5104 1.3234 1.3146
C: 0.8590 0.9708 0.5953
C: 1.3833 -0.4660 0.8444
N: 0.0350 -0.9587 -1.9415
C: 1.1277 -1.4632 -1.4285
N: 1.7363 -1.3017 -0.2870
H: -2.6483 1.1540 1.5056
H: -1.8974 -0.4274 1.3095
H: -0.3150 1.4352 2.3689
H: -0.7478 2.2515 0.7951
H: 0.8197 1.3473 -0.4248
H: 1.5524 1.7028 1.0565
H: 0.5929 -0.9197 1.4564
H: 2.3005 -0.3688 1.4389
H: -1.5761 0.3460 -0.9237
H: -0.1013 -1.0990 -2.9328
H: 1.7310 -2.2125 -1.9964

Properties
Spin multiplicity: 1
Kohn-Sham gap in eV: 6.8
E_HOMO in eV: -2.73
Charge: -1
LUMO energy in eV: 4.025

Charges obtained by Mulliken population analysis, quoted in units of e: -0.444, -0.585, -0.662, -0.665, -0.432, -0.528, -0.130, -0.779, 0.318, 0.292, 0.355, 0.266, 0.465, 0.315, 0.199, 0.291, 0.324, 0.103, 0.295


three | Formula: C5H11N2O
Source: OMol25
Level of theory: wB97M-V/def2-TZVPD

Geometry (Å):
C: 2.6968 0.2873 -0.6403
O: 3.8868 0.9085 -0.5356
C: 1.6610 1.0203 0.2956
C: 0.3951 0.2063 0.4618
C: -0.7174 0.8548 1.3276
N: -1.3708 0.5744 -1.2324
C: -2.2491 0.5755 -0.2773
N: -2.0940 0.4238 1.0064
H: 2.0686 0.1733 -1.5577
H: 2.8209 -0.7379 -0.2025
H: 1.3463 2.0004 -0.0825
H: 2.0981 1.1380 1.3017
H: -0.2403 0.5326 -0.6133
H: 0.4866 -0.8245 0.7950
H: -0.7982 1.9546 1.2562
H: -0.4537 0.5494 2.3477
H: -3.2847 -4.8817 -1.2116
H: -2.9756 -5.2322 -1.7745
H: -3.2761 0.4772 -0.6643

Properties
Spin multiplicity: 1
Kohn-Sham gap in eV: 4.6
E_HOMO in eV: -2.84
Charge: -1
LUMO energy in eV: 1.780

Charges obtained by Mulliken population analysis, quoted in units of e: -0.449, -0.870, -0.465, -0.008, -0.633, -0.679, 0.078, -0.678, 0.230, 0.160, 0.320, 0.317, 0.362, 0.294, 0.302, 0.366, -0.005, 0.005, 0.354


Stability, lowest: three